Density functional theory data (ωB97M-V with the def2-TZVPD basis set) for 2 unconnected molecules or ions with the total composition ClFH2Si at a distorted geometry.

The geometry in ORCA input format:
```
! wB97M-V def2-TZVPD RIJCOSX def2/J DEFGRID3
* xyz 0 1
F -0.163 1.534 -0.161
Cl -1.919 -0.682 0.065
Si -0.081 -0.044 0.191
H 0.721 0.200 1.367
H 1.442 -1.008 -1.463
*
```

frontier orbital gap	8.947	eV
largest force on an atom	4.54	eV Å⁻¹
HOMO energy	-0.3525	Eh
energy relative to the best compared isomer or geometry (same formula, charge and spin)	75.9	kcal per mole